Record 1
{
  "formula": "C48H54F6O6S3",
  "method": "ωB97M-V with the def2-TZVPD basis set",
  "de_lowest_kj_mol": 263.7,
  "largest_force_ev_per_a": 11.6,
  "lumo_ha": 0.010,
  "smiles": "O=S1(=O)CCCC1.O=S1(=O)CCCC1.O=S1(=O)CCCC1.Fc1ccccc1.Fc1ccccc1.Fc1ccccc1.Fc1ccccc1.Fc1ccccc1.Fc1ccccc1",
  "total_energy_ev": -111730.5743,
  "elements": ["F", "C", "C", "C", "C", "C", "C", "H", "H", "H", "H", "H", "F", "C", "C", "C", "C", "C", "C", "H", "H", "H", "H", "H", "F", "C", "C", "C", "C", "C", "C", "H", "H", "H", "H", "H", "F", "C", "C", "C", "C", "C", "C", "H", "H", "H", "H", "H", "F", "C", "C", "C", "C", "C", "C", "H", "H", "H", "H", "H", "F", "C", "C", "C", "C", "C", "C", "H", "H", "H", "H", "H", "C", "C", "C", "S", "O", "O", "C", "H", "H", "H", "H", "H", "H", "H", "H", "C", "C", "C", "S", "O", "O", "C", "H", "H", "H", "H", "H", "H", "H", "H", "C", "C", "C", "S", "O", "O", "C", "H", "H", "H", "H", "H", "H", "H", "H"],
  "positions_angstrom": [[1.26578, 2.20370, -2.72280], [1.09586, 2.61346, -3.97411], [0.58421, 3.93836, -4.27367], [0.44616, 4.43308, -5.57131], [0.82996, 3.64695, -6.66652], [1.07546, 2.29988, -6.51115], [1.28679, 1.79682, -5.13940], [0.53351, 4.49953, -3.39677], [0.13506, 5.48951, -5.50980], [0.73619, 3.97413, -7.58512], [1.27581, 1.61751, -7.20245], [1.59069, 0.72431, -5.21163], [5.60214, 5.50329, -0.07428], [4.86966, 4.48881, 0.39457], [4.86161, 4.22103, 1.77671], [4.20722, 3.14061, 2.22139], [3.52039, 2.19486, 1.41038], [3.52226, 2.46913, 0.00522], [4.22331, 3.62437, -0.42240], [5.45152, 4.78812, 2.37073], [4.44396, 3.07614, 3.32106], [2.95996, 1.26772, 1.85373], [3.18025, 1.69479, -0.51939], [4.16858, 3.77975, -1.69754], [3.75296, 0.28594, -2.88510], [3.91487, -0.90709, -2.17526], [4.89861, -1.80036, -2.66701], [5.16228, -2.97351, -1.87920], [4.39091, -3.35725, -0.73940], [3.33983, -2.52187, -0.42155], [3.12964, -1.19332, -1.04806], [5.30619, -1.34954, -3.65214], [6.04334, -3.44319, -2.06495], [4.48596, -4.35576, -0.47209], [2.64531, -2.89032, 0.22006], [2.41887, -0.50849, -0.92416], [0.18473, -2.10609, 2.07769], [0.13364, -1.23511, 0.95855], [-0.57286, -1.78910, -0.13099], [-0.88781, -0.98033, -1.29181], [-0.41418, 0.37859, -1.23216], [0.18013, 0.89380, -0.09658], [0.43285, 0.02309, 0.96220], [-0.75260, -2.83640, -0.16847], [-1.58921, -1.22988, -2.20269], [-0.74600, 1.04128, -2.06145], [0.37109, 1.87838, -0.07844], [1.05013, 0.47136, 1.94574], [-1.64920, 4.23150, 3.26772], [-0.90826, 4.50880, 2.11411], [0.45782, 4.88780, 2.10862], [1.05049, 4.98286, 0.80475], [0.35301, 4.84289, -0.41865], [-1.03426, 4.49134, -0.42333], [-1.60530, 4.29852, 0.88829], [1.04809, 5.04012, 3.04744], [2.23335, 5.17245, 0.80201], [0.93286, 5.21487, -1.24175], [-1.61058, 4.08381, -1.24965], [-2.54387, 4.23665, 0.67457], [-4.09520, -4.33748, -2.81809], [-4.39931, -4.56418, -1.48360], [-4.22813, -3.52711, -0.57691], [-4.39518, -3.66309, 0.79832], [-4.78128, -4.93125, 1.28803], [-4.97285, -5.97580, 0.31193], [-4.73871, -5.87130, -1.07133], [-3.77007, -2.40624, -0.92918], [-4.14584, -2.79859, 1.27552], [-4.81598, -4.92055, 2.39762], [-5.27761, -7.11968, 0.43805], [-5.04983, -6.62294, -1.70096], [2.65717, -3.22716, 5.89298], [3.32476, -2.13014, 6.63063], [3.81397, -1.16987, 5.68802], [2.68990, -1.28671, 4.29897], [3.34265, -1.75327, 3.08289], [1.84952, -0.14172, 4.18207], [1.69610, -2.57122, 4.88195], [2.16654, -3.99849, 6.44049], [3.35051, -3.70978, 5.30438], [4.14722, -2.58683, 7.27978], [2.63353, -1.47537, 7.14484], [4.63054, -1.63125, 5.36470], [4.01378, -0.40402, 6.10682], [1.34473, -3.26040, 4.03959], [0.84904, -2.34160, 5.36252], [-2.38439, 0.34043, 3.88242], [-3.73148, 1.04753, 3.71986], [-4.53555, 0.73729, 4.77063], [-4.11658, -0.72828, 5.47419], [-5.15594, -1.62024, 5.08642], [-3.82301, -0.71056, 6.91816], [-2.70393, -0.94251, 4.61438], [-1.92711, 1.12435, 4.55707], [-1.71497, -0.11211, 2.93524], [-4.30620, 0.64810, 2.85777], [-3.73704, 2.15202, 3.43486], [-5.66562, 1.02040, 4.83128], [-4.26121, 1.54375, 5.63261], [-3.02400, -1.69821, 3.89555], [-1.84320, -1.21629, 5.10055], [-3.34471, 0.13050, -5.60413], [-1.85121, -0.16295, -5.80428], [-1.64290, -1.44053, -6.22698], [-2.74367, -2.46812, -5.45990], [-2.03405, -2.93171, -4.24200], [-3.25645, -3.40887, -6.38974], [-3.87021, -1.21696, -5.03947], [-3.75911, 0.32356, -6.58622], [-3.53621, 1.00451, -5.03803], [-1.41381, 0.01696, -4.68627], [-1.59528, 0.45357, -6.53923], [-0.59503, -1.94782, -6.05282], [-1.88640, -1.83707, -7.27672], [-4.06723, -1.31729, -3.91484], [-4.78261, -1.32976, -5.70271]]
}

=====

Record 2
{
  "formula": "C2H2N2O",
  "method": "ωB97M-V with the def2-TZVPD basis set",
  "de_lowest_kj_mol": 201.2,
  "largest_force_ev_per_a": 5.1,
  "lumo_ha": 0.034,
  "smiles": "c1nnco1",
  "total_energy_ev": -7131.7581,
  "elements": ["C", "C", "H", "H", "N", "N", "O"],
  "positions_angstrom": [[-0.01570, -0.01130, -1.09716], [-0.29416, -0.19735, 1.02926], [0.07363, 0.51227, -2.07473], [-0.83093, 0.00580, 1.90638], [1.08390, -0.12107, -0.50995], [0.91881, -0.14128, 0.89721], [-0.93555, -0.04707, -0.15100]]
}

=====

Record 3
{
  "formula": "C7H14O2Si",
  "method": "ωB97M-V with the def2-TZVPD basis set",
  "de_lowest_kj_mol": 297.0,
  "largest_force_ev_per_a": 5.9,
  "lumo_ha": 0.027,
  "total_energy_ev": -19457.3046,
  "elements": ["C", "C", "C", "C", "C", "C", "C", "O", "O", "Si", "H", "H", "H", "H", "H", "H", "H", "H", "H", "H", "H", "H", "H", "H"],
  "positions_angstrom": [[-0.56455, -0.62665, -0.96036], [-0.47174, -1.85934, -0.64348], [-3.34075, 0.10722, 0.91779], [-1.21702, -2.95549, -1.42782], [-0.49645, 1.46430, 1.63132], [-0.36599, 2.28262, -1.41045], [2.15659, 0.63431, 0.30522], [-3.83281, -0.36018, 1.83820], [0.26752, -2.49763, 0.32064], [0.22351, 1.04345, -0.04410], [-1.09475, -0.34547, -1.90902], [-1.62491, -3.58256, -0.62788], [-2.02204, -2.57806, -2.10693], [-0.52108, -3.48759, -1.98667], [-0.63101, 2.47244, 1.83840], [-1.38534, 0.99090, 1.96544], [0.14029, 1.19041, 2.48210], [-0.33087, 3.42669, -1.11773], [0.36479, 2.28188, -2.19662], [-1.37137, 2.03252, -1.77501], [2.45099, -0.29249, -0.16430], [2.73108, 1.55775, 0.14518], [2.22257, 0.55791, 1.39616], [0.60545, -1.92704, 0.99636]]
}